The following is a DFT calculation (ωB97M-V with the def2-TZVPD basis set) of a cluster of 10 separate species, C6H31NO10 in total.

Atoms and positions in Å:
C  -0.5004  -2.4779  1.2138
C  0.5394  -1.9411  0.3001
N  0.0449  -1.5887  -1.0518
C  1.1821  1.7970  -2.4460
C  0.1064  0.7084  -2.1047
C  0.7782  -0.6885  -1.8975
C  1.1987  -1.2723  -3.2340
O  1.7055  -1.7488  0.5263
H  -1.2740  -1.6925  1.2448
H  -1.1155  -3.2514  0.6951
H  -0.1382  -2.7055  2.2015
H  -0.9714  -1.7654  -1.1097
H  1.7930  1.3199  -3.2287
H  1.9102  2.0303  -1.6803
H  0.5852  2.5738  -2.9105
H  -0.4916  1.0598  -1.2700
H  -0.6144  0.6422  -2.8985
H  1.7024  -0.6281  -1.2800
H  0.8541  -2.2984  -3.4408
H  2.2651  -1.2943  -3.2265
H  0.7399  -0.6655  -4.0070
H  3.1963  -1.2710  -0.4877
H  4.6759  -1.1487  0.0919
O  4.1370  -1.2093  -0.7016
H  0.9753  0.1022  4.4551
H  1.0856  0.6780  3.0897
O  1.5817  0.6417  3.9362
H  -1.0711  0.8402  2.2910
H  -1.4898  0.0647  3.4717
O  -0.8387  0.0195  2.7552
H  -3.0394  0.3742  -1.4575
H  -3.9253  0.5614  -0.1020
O  -3.1707  0.0940  -0.5478
H  2.5245  -0.1561  1.4869
H  3.6035  0.5262  0.7036
O  2.9767  0.6982  1.4214
H  -3.0794  -1.5432  -0.6482
H  -3.0997  -2.6991  -1.6731
O  -2.7161  -2.4751  -0.8150
H  -1.0991  2.1884  1.2401
H  -1.7212  3.1741  2.1282
O  -1.9786  2.5541  1.4249
H  1.6521  3.3971  0.3565
H  1.6705  2.0446  1.0772
O  1.2778  2.9408  1.1187
H  -4.5640  0.5969  2.0105
H  -3.4495  1.5245  1.5428
O  -4.4140  1.3686  1.4357

Force components x, y, z for each atom (eV/Å):
-1.23 0.25 -1.48
0.39 -0.49 0.08
-0.51 0.77 0.66
-0.50 -2.37 -1.27
0.52 0.63 1.01
0.97 -0.20 2.07
-1.08 -1.04 -0.82
-0.71 -0.08 0.00
0.32 0.02 0.43
0.86 0.01 0.49
0.18 -0.16 0.05
-0.49 -0.38 -0.60
-0.10 0.54 -0.11
-0.50 0.40 0.47
0.54 0.68 0.30
0.14 -0.27 0.62
-0.13 -0.21 -0.72
-0.58 0.84 -0.73
0.07 0.28 0.42
0.71 0.14 -0.50
0.46 0.09 -0.31
0.75 -0.29 0.60
-0.25 -0.28 0.17
0.00 0.39 -0.79
0.19 0.05 0.23
0.62 0.14 0.95
-0.50 -0.16 -0.79
0.05 -0.27 0.08
0.27 -0.32 0.13
-0.84 0.53 -0.14
-0.47 0.43 0.08
0.41 0.11 -0.28
0.10 -0.24 0.13
0.19 0.16 0.45
0.04 0.34 0.03
-0.19 -0.40 -0.57
0.29 -0.92 0.04
-0.05 -0.30 0.15
-0.05 1.17 -0.41
0.04 0.46 -0.75
-0.51 0.19 -0.15
1.06 -0.21 0.65
-0.07 0.10 0.15
0.38 0.51 0.27
-0.44 -0.64 -0.33
-0.32 0.43 -0.21
-0.52 0.52 -0.06
0.50 -0.95 0.31

Properties
- 2S+1 = 2
- M (g mol⁻¹) = 277.3
- total charge = +1
- lowest unoccupied orbital energy (alpha / beta) (eV) = -3.02 / -8.08
- relative energy (zero: lowest compared OMol25 entry of this formula, charge and spin) (kJ/mol) = 191.4
- HOMO (alpha / beta) (eV) = -13.46 / -13.46



The following is a DFT calculation (ωB97M-V with the def2-TZVPD basis set) of a cluster of 9 separate species, C6H32N2O8 in total.

Atoms and positions in Å:
C  2.9712  0.3833  0.1529
C  2.0190  0.6885  -1.0453
N  1.1610  1.9019  -0.8907
C  -0.1925  1.5608  -0.8410
C  -1.1430  1.9666  -2.0467
N  -2.3907  1.1571  -2.0518
C  -3.1376  1.2647  -0.7564
C  -3.4457  -0.0684  -0.2606
H  3.2338  -0.7055  0.2084
H  3.9354  0.9627  0.1856
H  2.3579  0.6532  1.0492
H  1.2014  -0.1223  -1.2710
H  2.6948  0.7635  -1.9674
H  1.4693  2.4925  -0.0981
H  -0.6184  2.0835  0.0244
H  -0.3148  0.4605  -0.7588
H  -1.4436  3.0312  -1.9294
H  -0.7355  1.8823  -2.9557
H  -2.9201  1.3574  -2.8373
H  -4.1423  1.7130  -0.7585
H  -2.5033  1.8040  -0.0108
H  -4.1661  -0.6862  -0.8212
H  -2.6327  -0.7101  -0.2004
H  -3.9209  0.0459  0.7381
O  3.4508  -1.2058  2.6134
H  2.7144  -0.9609  2.0847
H  3.7274  -2.0979  2.3359
O  1.9301  -1.5393  -3.1260
H  1.8710  -1.2067  -3.9844
H  1.4675  -0.8518  -2.5919
O  0.6490  -0.4885  2.3716
H  0.2924  -1.2893  2.0885
H  0.2085  0.1808  1.7240
O  -2.1044  -2.9130  1.5772
H  -1.4229  -2.7603  0.8555
H  -2.9436  -3.3182  1.4075
O  0.1997  1.5094  4.2645
H  -0.3266  1.0073  3.5441
H  0.8981  0.9221  4.3044
O  0.4499  -2.4351  0.4923
H  0.2557  -2.4189  -0.4357
H  0.8217  -3.4244  0.5644
O  0.2659  -3.2412  -2.1881
H  1.0937  -3.6918  -2.6516
H  0.3228  -2.3690  -2.5664
O  -0.3029  3.0571  1.8428
H  -1.0811  2.4793  2.0758
H  0.2263  3.1762  2.5400

Force components x, y, z for each atom (eV/Å):
-0.90 -0.09 0.31
0.55 0.19 -1.45
2.65 -0.29 0.05
-2.89 0.37 -0.28
-2.18 0.80 3.73
1.68 -0.06 2.84
0.34 0.74 -1.00
-2.25 -1.41 1.66
-0.26 1.07 -0.25
-1.12 -0.40 -0.34
0.87 -0.33 -0.44
1.95 0.96 0.98
-1.09 -0.04 0.95
-0.45 -0.71 -0.71
0.04 -0.59 -0.26
-0.32 0.39 0.34
0.54 -0.21 0.07
2.00 -0.52 -3.40
-1.29 0.55 -1.55
0.50 0.91 -0.70
-0.70 -0.28 -0.70
-0.02 0.74 -0.35
1.88 -0.99 0.48
0.39 -0.33 -0.28
1.62 -1.08 0.89
-1.24 0.15 -0.54
-0.30 0.67 0.15
-0.30 0.17 2.09
0.06 0.79 -2.41
0.91 -0.54 -0.48
-0.47 4.35 -0.82
-0.96 -2.47 -0.84
1.29 -1.70 1.50
1.90 0.95 0.35
-1.75 -0.76 0.89
-0.14 -0.24 -1.06
-3.67 0.67 -2.06
1.07 1.21 1.97
2.68 -1.87 0.46
1.36 -3.57 1.19
-0.06 -0.08 -1.33
-1.25 3.30 -0.06
1.98 -2.40 -0.94
-2.64 1.50 1.62
0.05 0.29 -0.51
-4.40 -1.41 -4.55
1.51 1.23 0.10
2.85 0.34 4.69

Properties
- 2S+1 = 1
- M (g mol⁻¹) = 260.3
- SMILES = CCNCCNCC.O.O.O.O.O.O.O.O
- total charge = 0
- lowest unoccupied orbital energy (eV) = 0.10
- relative energy (zero: lowest compared OMol25 entry of this formula, charge and spin) (kJ/mol) = 479.7
- HOMO (eV) = -8.70



The following is a DFT calculation (ωB97M-V with the def2-TZVPD basis set) of a cluster of 9 separate species, C6H32N2O8 in total.

Atoms and positions in Å:
C  1.3951  3.4256  0.9253
C  1.8358  2.0514  1.4988
C  1.9850  1.0110  0.3897
N  1.0886  -0.1338  0.4603
C  1.1217  -0.7802  1.7353
C  -0.1876  0.0584  -0.2113
C  -1.2354  0.7224  0.7181
N  -2.5911  0.5002  0.1586
H  0.5929  3.3172  0.1973
H  2.2558  3.8268  0.3868
H  1.0998  4.0559  1.7611
H  2.7080  2.2353  2.1247
H  1.0535  1.7701  2.2043
H  1.9957  1.5221  -0.5753
H  2.9859  0.5860  0.3103
H  0.7366  -0.1858  2.5684
H  0.6112  -1.7460  1.7574
H  2.1211  -1.1262  2.0248
H  0.0041  0.6550  -1.0904
H  -0.6911  -0.8451  -0.5680
H  -1.0515  1.7941  0.7817
H  -1.2512  0.3130  1.7310
H  -2.8451  -0.4954  0.1739
H  -3.2560  0.9146  0.7823
O  1.2412  -2.5267  -2.0691
H  1.4393  -2.3669  -1.1385
H  1.6343  -1.8083  -2.5833
O  4.9220  -0.4413  1.6780
H  4.2982  -0.7896  1.0392
H  4.5581  -0.5686  2.5586
O  -1.2564  -3.3892  -1.4306
H  -0.3609  -2.9938  -1.4616
H  -1.4200  -3.6127  -2.3536
O  1.1059  0.0895  -3.1957
H  1.0055  0.6125  -4.0008
H  1.0970  0.8063  -2.5525
O  -1.1717  0.8299  -4.2495
H  -1.1574  -0.1307  -4.2728
H  -1.8031  1.0485  -3.5513
O  -3.4508  0.3466  -2.5388
H  -3.7029  -0.5764  -2.4781
H  -3.2194  0.6377  -1.6347
O  -1.2201  -0.4530  4.8804
H  -2.0183  -0.8926  4.5742
H  -1.4503  0.4302  5.1745
O  -3.4066  -2.1864  -0.2645
H  -2.9832  -2.8095  -0.8934
H  -3.1620  -2.7022  0.5187

Force components x, y, z for each atom (eV/Å):
0.76 -0.85 0.16
-0.88 1.10 -0.07
1.12 -0.43 0.09
0.31 -0.21 -1.41
-0.01 -0.90 0.74
-0.89 0.20 1.69
-0.81 -0.17 -0.74
0.22 0.06 -0.07
-0.22 0.04 0.14
-0.13 0.42 0.09
-0.01 0.37 -0.27
0.31 -0.33 -0.22
0.00 -0.33 -0.06
-0.89 -0.07 -0.18
0.32 0.12 0.74
-0.05 -0.07 0.09
-0.60 0.20 -0.37
0.28 0.58 -0.27
-0.30 0.23 -0.05
0.58 -0.39 0.07
-0.05 0.08 0.09
0.69 -0.06 0.02
0.47 0.33 -0.22
-0.44 0.51 0.25
0.12 -0.54 0.22
0.41 0.41 -0.16
-0.29 0.32 0.22
0.49 0.19 0.05
-0.20 -0.15 0.16
-0.19 -0.10 -0.15
-0.03 -0.18 -0.14
-0.39 -0.07 -0.36
0.15 -0.09 0.04
0.90 0.35 -0.02
-0.28 -0.34 -0.23
0.04 -0.27 0.25
-0.03 0.44 -0.45
-0.11 0.05 0.19
-0.29 -0.34 -0.10
-0.01 0.46 -0.39
0.00 -0.05 0.22
0.08 -0.37 0.22
0.39 -0.24 -0.12
-0.10 0.25 0.11
-0.28 0.01 -0.02
0.10 -1.45 0.13
0.10 0.85 -0.21
-0.36 0.43 0.33

Properties
- 2S+1 = 1
- M (g mol⁻¹) = 260.3
- SMILES = CCCN(C)CCN.O.O.O.O.O.O.O.O
- total charge = 0
- lowest unoccupied orbital energy (eV) = 0.17
- relative energy (zero: lowest compared OMol25 entry of this formula, charge and spin) (kJ/mol) = 226.3
- HOMO (eV) = -8.53



The following is a DFT calculation (ωB97M-V with the def2-TZVPD basis set) of a cluster of 9 separate species, C6H32N2O8 in total.

Atoms and positions in Å:
C  2.6490  -1.1350  -1.9237
C  1.8226  -2.1370  -1.1719
C  0.5239  -1.8134  -0.4531
N  -0.4785  -0.9894  -1.2247
C  -0.8291  0.1779  -0.4832
C  0.4091  1.2408  -0.3730
C  -2.1391  0.8652  -1.1246
N  -2.9151  1.6678  -0.1341
H  2.0931  -0.7014  -2.7788
H  2.9838  -0.2793  -1.3125
H  3.5480  -1.7232  -2.3064
H  1.6897  -2.9920  -1.7857
H  2.5425  -2.3035  -0.2686
H  0.8320  -1.3730  0.4650
H  0.0964  -2.9278  -0.1917
H  -0.2426  -0.7199  -2.1652
H  -1.1237  0.0587  0.6060
H  0.7430  1.4006  -1.3354
H  0.0955  2.1059  0.1701
H  1.0931  0.7673  0.2612
H  -2.0112  1.5582  -2.0117
H  -2.8096  0.0895  -1.4111
H  -3.4224  1.0877  0.4878
H  -2.5400  2.5282  0.1962
O  2.5296  -1.5731  2.9085
H  3.2054  -1.2185  2.1903
H  2.2026  -0.6820  3.1429
O  -0.7141  1.9480  -3.4359
H  -0.0958  2.5750  -3.7667
H  -1.5442  2.0410  -3.8986
O  -0.2577  4.2331  0.5918
H  0.0572  4.3386  -0.2903
H  -1.1674  4.2752  0.4106
O  -0.6330  -2.1602  2.1788
H  0.2299  -1.7222  2.1711
H  -0.6459  -2.5193  3.0694
O  -3.6047  -1.2169  1.8382
H  -2.6884  -1.0731  2.0663
H  -3.6775  -2.0284  1.3592
O  -2.4928  -3.4316  -0.8778
H  -1.7093  -2.9381  -1.2466
H  -2.4887  -3.0517  0.0048
O  0.7261  1.6621  3.7302
H  0.0850  2.3477  4.0206
H  0.7920  2.1768  2.8875
O  3.0798  0.9899  0.7391
H  2.4467  1.6283  0.4445
H  3.7548  0.9463  0.0312

Force components x, y, z for each atom (eV/Å):
0.48 0.50 -1.35
1.74 0.42 2.65
-1.01 -2.43 -1.92
0.47 -1.42 2.06
-0.86 3.63 0.18
-3.48 -1.95 1.20
0.47 1.80 1.18
0.33 -0.72 -1.90
0.43 -0.21 0.13
-0.14 -0.58 -0.24
-1.01 1.11 0.30
0.15 -1.01 -0.37
-1.22 -0.92 -1.48
-0.40 0.75 0.56
0.69 2.90 -0.38
0.56 -0.19 -0.16
0.25 -0.83 -1.36
1.01 0.66 -1.97
-0.38 0.74 -0.12
0.91 -0.94 0.37
0.38 -1.31 1.41
-0.38 -0.84 -0.35
-0.24 -0.10 0.98
0.28 0.02 0.41
1.79 2.20 -2.42
-1.84 -1.48 1.95
-0.16 -0.48 0.42
0.05 -0.84 0.47
0.54 0.82 -0.71
-0.13 0.23 -0.41
1.18 0.09 0.89
1.05 0.11 -1.01
-2.26 0.10 0.23
0.02 0.22 0.40
-0.01 -0.12 -0.12
-0.24 -0.21 0.18
-0.68 1.08 0.40
0.58 -0.36 -0.05
0.12 -0.68 -0.36
1.22 0.72 -0.43
-1.15 -0.46 0.16
-0.08 -0.13 0.24
-0.98 2.26 -1.33
0.09 -1.03 1.20
0.92 -1.29 0.03
1.86 -0.62 0.06
-0.36 0.65 -0.31
-0.51 0.14 0.69

Properties
- 2S+1 = 1
- M (g mol⁻¹) = 260.3
- SMILES = CCCN[C@@H](C)CN.O.O.O.O.O.O.O.O
- total charge = 0
- lowest unoccupied orbital energy (eV) = -0.05
- relative energy (zero: lowest compared OMol25 entry of this formula, charge and spin) (kJ/mol) = 420.5
- HOMO (eV) = -8.29



The following is a DFT calculation (ωB97M-V with the def2-TZVPD basis set) of a cluster of 11 separate species, C6H32NO11 in total.

Atoms and positions in Å:
O  3.5738  1.5074  -1.5649
C  3.0988  1.9067  -0.5446
C  2.0699  1.0756  0.2644
C  2.8083  0.5055  1.4511
C  1.8295  0.2530  2.6252
C  1.0215  1.1991  3.0991
C  0.2055  1.0228  4.3255
N  1.4387  0.0426  -0.6041
H  3.3814  2.7771  0.0607
H  1.3364  1.7904  0.6095
H  3.3215  -0.4406  1.3707
H  3.5344  1.2007  1.8775
H  1.7804  -0.7441  3.0485
H  1.1399  2.2078  2.7095
H  0.4864  0.2273  5.0010
H  0.1766  1.9442  4.9156
H  -0.8664  0.9135  4.1059
H  1.8332  0.1600  -1.5411
H  1.6620  -0.8688  -0.2079
H  0.4167  0.1288  -0.6171
H  -2.4427  1.5223  0.3047
H  -3.8853  1.8941  0.8319
O  -3.1575  1.2679  0.8970
H  -3.2876  -2.8332  0.5748
H  -3.4382  -3.7564  -0.7299
O  -2.8491  -3.3990  -0.0663
H  0.1570  -3.6722  -1.7431
H  -0.9492  -3.0631  -0.9002
O  -0.0702  -2.8690  -1.2595
H  0.2179  4.3005  -0.8610
H  0.4333  3.3428  -2.0641
O  0.5566  3.4374  -1.1126
H  -0.5224  -1.3342  -4.4125
H  -0.3509  -1.6438  -2.8534
O  -0.5600  -0.9785  -3.5228
H  -1.1484  2.5525  -3.2176
H  -0.7929  1.2652  -3.4880
O  -0.7506  1.8373  -2.6975
H  3.4164  -0.7530  -2.8737
H  2.6037  -2.0211  -2.6719
O  3.2324  -1.4420  -2.2286
H  -1.0149  -0.5841  1.5477
H  -1.6267  -1.5593  0.6097
O  -1.0328  -0.7979  0.6054
H  -4.2125  0.0065  0.0421
H  -4.2662  -1.3911  -0.9169
O  -4.3337  -0.9453  -0.0778
H  -3.2029  -1.3890  3.3374
H  -3.4633  -1.3494  1.8469
O  -3.0260  -1.8773  2.5270

Force components x, y, z for each atom (eV/Å):
-0.01 0.47 -0.40
-0.81 -1.30 0.98
1.06 0.90 -0.77
-1.12 -0.42 2.47
-0.38 0.39 -0.62
1.17 -0.49 0.45
-1.45 0.92 0.38
-0.11 0.67 0.70
0.44 0.43 -0.51
-0.36 -0.08 -0.03
0.38 -0.17 -1.09
0.13 0.21 -0.51
0.18 -0.02 0.05
-0.36 0.03 -0.09
0.30 -0.34 -0.17
0.39 -0.02 -0.01
0.13 -0.27 -0.20
0.10 -0.51 -0.05
-0.12 -0.29 -0.60
-0.03 -0.15 0.04
-0.15 0.15 -0.14
0.34 0.44 -0.07
-0.33 -0.19 0.32
-0.69 -0.29 -0.14
-0.52 0.13 0.24
1.38 -0.15 -0.21
0.08 -0.05 0.14
-0.20 0.04 0.23
0.11 -0.02 -0.50
0.07 0.11 -0.11
-0.06 -0.09 0.19
0.33 0.14 0.41
0.09 -0.45 0.16
-0.10 -0.38 -0.13
0.03 0.79 0.04
-0.21 0.85 0.94
0.53 -1.22 0.90
-0.56 0.03 -2.07
0.30 0.11 -0.08
0.10 -0.15 -0.05
-0.34 -0.01 0.02
0.06 0.14 -0.03
0.05 0.04 -0.31
0.19 0.10 0.28
0.52 -0.23 -1.01
0.15 0.96 -0.57
-0.52 -1.02 1.65
0.00 -0.17 0.10
-0.28 0.24 -0.12
0.12 0.18 -0.09

Properties
- 2S+1 = 1
- M (g mol⁻¹) = 294.3
- total charge = +1
- lowest unoccupied orbital energy (eV) = -2.47
- relative energy (zero: lowest compared OMol25 entry of this formula, charge and spin) (kJ/mol) = 126.0
- HOMO (eV) = -12.30